(1)
The following is a DFT calculation (wB97M-V/def2-TZVPD) of C5H10O in the gas phase at a distorted geometry.

The HOMO energy (spin up / spin down) comes out at -6.658 / -7.619 eV. Its energy above the lowest of the compared OMol25 structures with the same formula, charge and spin is 106.80 kcal per mole. The calculation puts the gap between HOMO and LUMO (spin up / spin down) at 7.631 / 8.638 eV.

Structure (ORCA input):
```
! wB97M-V def2-TZVPD RIJCOSX def2/J DEFGRID3
* xyz 0 1
O 0.066 0.699 0.319
C 2.321 -0.042 -0.403
C 1.363 0.884 0.264
C -0.432 -0.589 0.725
C -1.917 -0.337 0.473
C -1.830 0.361 -0.835
H -2.477 -1.282 0.498
H -0.070 -0.795 1.743
H -2.310 0.317 1.257
H 2.466 0.219 -1.466
H -1.719 -0.255 -1.727
H 2.017 -1.091 -0.356
H -2.342 1.307 -0.981
H 1.632 1.932 0.367
H -0.069 -1.364 0.042
H 3.301 0.038 0.079
*
```

(2)
The following is a DFT calculation (wB97M-V/def2-TZVPD) of a gas-phase ion, C5H6N (charge +1) at a distorted geometry.

The HOMO energy comes out at -14.107 eV. Its energy above the lowest of the compared OMol25 structures with the same formula, charge and spin is 185.12 kcal per mole. The calculation puts the gap between HOMO and LUMO at 7.627 eV.

Structure (ORCA input):
```
! wB97M-V def2-TZVPD RIJCOSX def2/J DEFGRID3
* xyz 1 1
N 1.231 -0.298 -0.807
C 0.582 0.944 0.045
C 0.682 -1.635 -0.694
C -0.753 1.123 0.137
C -1.415 -1.227 0.725
C -0.340 -1.658 0.260
H 1.639 -0.183 -1.668
H 2.063 -0.389 -0.183
H -2.348 -0.795 1.008
H 1.339 1.661 0.531
H -1.606 0.592 -0.240
H -1.074 1.866 0.886
*
```

(3)
The following is a DFT calculation (wB97M-V/def2-TZVPD) of C4H6N2 in the gas phase.

The HOMO energy comes out at -8.857 eV. Its energy above the lowest of the compared OMol25 structures with the same formula, charge and spin is 76.07 kcal per mole. Its SMILES is [H]/N=C1\[C@H]2CN[C@@H]12. The calculation puts the gap between HOMO and LUMO at 9.834 eV.

Structure (ORCA input):
```
! wB97M-V def2-TZVPD RIJCOSX def2/J DEFGRID3
* xyz 0 1
N -0.441 -1.444 0.126
N 1.965 1.048 -0.719
C 1.027 0.513 -0.070
C -1.219 -0.272 -0.348
C -0.326 0.668 0.466
C 0.549 -0.587 0.770
H -1.176 -0.086 -1.431
H -2.267 -0.305 -0.039
H 1.605 1.955 -1.029
H 1.019 -0.870 1.709
H -0.666 1.420 1.170
H -0.070 -2.042 -0.606
*
```